{
  "formula": "CH4Cl2N2",
  "method": "ωB97M-V/def2-TZVPD",
  "relative_energy_kj_mol": 333.6,
  "e_lumo_ev": [0.12, -1.04],
  "homo_ev": [-9.3984, -6.6557],
  "charge": 0,
  "spin_multiplicity": 1,
  "elements": ["Cl", "Cl", "N", "N", "C", "H", "H", "H", "H"],
  "coordinates": [[-0.963, 0.240, 2.138], [2.101, 1.155, -1.655], [-1.430, -0.297, 0.459], [1.244, 0.972, -0.248], [-0.565, -0.920, -0.220], [-0.550, -0.681, -1.252], [0.298, -1.350, 0.300], [-2.177, 0.185, 0.073], [2.043, 0.696, 0.406]]
}


{
  "formula": "CH4Cl2NOP",
  "method": "ωB97M-V/def2-TZVPD",
  "relative_energy_kj_mol": 389.8,
  "e_lumo_ev": [-1.80, -0.63],
  "homo_ev": [-8.9063, -8.8180],
  "charge": 0,
  "spin_multiplicity": 1,
  "elements": ["Cl", "Cl", "P", "O", "N", "C", "H", "H", "H", "H"],
  "coordinates": [[1.806, -0.399, -0.120], [-0.209, 0.707, 2.722], [-0.828, 0.035, 0.894], [-1.579, -1.221, 1.036], [-1.954, 1.417, 0.493], [2.211, -1.238, -1.463], [1.894, -2.368, -1.410], [-1.405, 2.236, 0.615], [2.219, -0.662, -2.345], [-2.155, 1.492, -0.421]]
}


{
  "formula": "CH4Cl2OP",
  "method": "ωB97M-V/def2-TZVPD",
  "relative_energy_kj_mol": 217.9,
  "e_lumo_ev": -6.61,
  "homo_ev": -15.2221,
  "charge": 1,
  "spin_multiplicity": 1,
  "elements": ["Cl", "Cl", "P", "O", "C", "H", "H", "H", "H"],
  "coordinates": [[0.046, -0.362, -0.178], [1.099, 1.943, 2.497], [-0.534, 1.850, 1.610], [-1.252, 0.678, 2.377], [0.676, -1.003, -1.839], [0.115, -0.462, -2.639], [1.698, -0.828, -1.944], [0.177, -2.021, -1.978], [-2.025, 0.205, 2.094]]
}


{
  "formula": "CH4Cl2OSi",
  "method": "ωB97M-V/def2-TZVPD",
  "relative_energy_kj_mol": 209.9,
  "e_lumo_ev": 0.65,
  "homo_ev": -10.0654,
  "smiles": "CO[SiH](Cl)Cl",
  "charge": 0,
  "spin_multiplicity": 1,
  "elements": ["Cl", "Cl", "Si", "O", "C", "H", "H", "H", "H"],
  "coordinates": [[-3.915, 1.129, 0.335], [-2.396, -1.893, -0.246], [-2.377, 0.128, -0.480], [-0.776, 0.704, 0.438], [0.218, -0.129, 1.047], [0.160, -1.180, 0.645], [0.448, -0.082, 2.080], [-2.199, 0.466, -1.861], [1.230, 0.245, 0.622]]
}


{
  "formula": "CH4Cl2Si",
  "method": "ωB97M-V/def2-TZVPD",
  "relative_energy_kj_mol": 451.6,
  "e_lumo_ev": [0.00, -1.49],
  "homo_ev": [-8.4752, -8.9960],
  "charge": 0,
  "spin_multiplicity": 1,
  "elements": ["Cl", "Cl", "Si", "C", "H", "H", "H", "H"],
  "coordinates": [[2.570, 1.397, -1.638], [2.725, -1.566, 0.019], [1.705, -0.489, -1.313], [-1.819, 0.315, 0.846], [-1.881, 1.124, 1.522], [0.302, -0.496, -0.683], [-1.086, 0.087, 0.041], [-2.515, -0.373, 1.207]]
}


{
  "formula": "CH4Cl2Si",
  "method": "ωB97M-V/def2-TZVPD",
  "relative_energy_kj_mol": 238.6,
  "e_lumo_ev": 0.51,
  "homo_ev": -10.8571,
  "smiles": "ClC[SiH2]Cl",
  "charge": 0,
  "spin_multiplicity": 1,
  "elements": ["Cl", "Cl", "Si", "C", "H", "H", "H", "H"],
  "coordinates": [[-2.164, 0.826, 0.219], [-0.199, -2.448, 0.641], [0.468, -0.660, -0.347], [-0.316, 0.982, 0.171], [1.738, -0.805, 0.219], [0.023, 1.134, 1.257], [-0.054, 1.927, -0.327], [0.505, -0.955, -1.833]]
}


{
  "formula": "CH4Cl4Si2",
  "method": "ωB97M-V/def2-TZVPD",
  "e_lumo_ev": [0.43, -3.30],
  "homo_ev": [-4.6289, -11.1797],
  "s_squared": 2.00,
  "charge": 0,
  "spin_multiplicity": 3,
  "elements": ["Cl", "Cl", "Cl", "Cl", "Si", "Si", "C", "H", "H", "H", "H"],
  "coordinates": [[-0.529, -2.983, -0.885], [-2.703, -0.749, -2.045], [-0.214, 2.351, -1.301], [2.075, 0.043, -1.766], [0.460, 0.631, -0.539], [-1.496, -1.257, -0.523], [1.015, 0.753, 1.216], [1.574, -0.240, 1.570], [0.075, 0.845, 1.820], [1.706, 1.633, 1.525], [-1.964, -1.027, 0.928]]
}


{
  "formula": "CH4ClN2O",
  "method": "ωB97M-V/def2-TZVPD",
  "relative_energy_kj_mol": 425.2,
  "e_lumo_ev": -6.11,
  "homo_ev": -16.3267,
  "charge": 1,
  "spin_multiplicity": 1,
  "elements": ["Cl", "O", "N", "N", "C", "H", "H", "H", "H"],
  "coordinates": [[2.426, 0.579, 2.238], [-0.132, -1.081, -0.906], [-0.301, 0.230, -0.547], [0.126, 1.083, 0.159], [-1.377, -0.391, -1.230], [2.105, -0.604, 2.275], [-2.145, -0.696, -0.448], [-1.764, -0.174, -2.251], [1.062, 1.054, 0.710]]
}


{
  "formula": "CH4ClNO",
  "method": "ωB97M-V/def2-TZVPD",
  "relative_energy_kj_mol": 43.2,
  "e_lumo_ev": 0.84,
  "homo_ev": -10.2768,
  "smiles": "NC=O.Cl",
  "charge": 0,
  "spin_multiplicity": 1,
  "elements": ["Cl", "O", "N", "C", "H", "H", "H", "H"],
  "coordinates": [[2.438, -1.154, -0.967], [-0.380, -0.117, -1.139], [-0.292, 0.448, 1.065], [-0.735, 0.571, -0.243], [1.326, -1.561, -1.482], [-0.947, 0.958, 1.639], [-1.536, 1.248, -0.335], [0.126, -0.393, 1.461]]
}


{
  "formula": "CH4ClNO",
  "method": "ωB97M-V/def2-TZVPD",
  "relative_energy_kj_mol": 101.3,
  "e_lumo_ev": 0.67,
  "homo_ev": -9.4834,
  "smiles": "O=CCl.N",
  "charge": 0,
  "spin_multiplicity": 1,
  "elements": ["Cl", "O", "N", "C", "H", "H", "H", "H"],
  "coordinates": [[-2.895, -1.025, 0.127], [-1.493, 1.259, 0.061], [1.634, -0.128, -0.215], [-2.497, 0.728, 0.300], [-3.445, 1.315, 0.679], [1.819, -0.854, 0.456], [0.952, -0.299, -0.896], [1.482, 0.741, 0.236]]
}


{
  "formula": "CH4ClNOP2",
  "method": "ωB97M-V/def2-TZVPD",
  "relative_energy_kj_mol": 211.9,
  "e_lumo_ev": -0.80,
  "homo_ev": -8.8077,
  "charge": 0,
  "spin_multiplicity": 1,
  "elements": ["Cl", "P", "P", "O", "N", "C", "H", "H", "H", "H"],
  "coordinates": [[1.375, -2.082, 0.071], [0.897, 1.344, 0.661], [0.459, -0.783, 1.232], [1.935, 1.199, -1.537], [0.926, 0.929, -0.930], [-1.794, -0.536, -0.064], [-2.278, 0.410, -0.294], [-2.420, -1.041, 0.621], [2.318, 1.668, 1.084], [-1.418, -1.108, -0.844]]
}


{
  "formula": "CH4ClO2P",
  "method": "ωB97M-V/def2-TZVPD",
  "relative_energy_kj_mol": 136.1,
  "e_lumo_ev": 0.81,
  "homo_ev": -8.8059,
  "smiles": "OPOCCl",
  "charge": 0,
  "spin_multiplicity": 1,
  "elements": ["Cl", "P", "O", "O", "C", "H", "H", "H", "H"],
  "coordinates": [[-0.213, 2.075, -0.424], [-1.134, -0.807, -0.375], [-1.734, -0.747, 1.116], [0.481, -0.465, -0.070], [1.125, 1.099, -0.408], [-0.931, -2.250, -0.653], [-1.146, -1.096, 1.745], [1.877, 1.038, 0.441], [1.674, 1.153, -1.373]]
}


Look up the charge of the ninth one. 0